DFT (ωB97M-V/def2-TZVPD) results for an isolated ion of composition C2H5N5 and charge +2 in a non-equilibrium geometry.

Each line ends with the Mulliken charge.
Atoms and positions in Å:
1 C 0.5330 0.1343 -0.9718  0.39
2 C -0.7664 -0.3632 1.4566  -0.58
3 N -0.0040 0.8881 -1.9026  0.01
4 N -1.0720 1.3875 -1.5292  -0.06
5 N -1.5347 0.9445 -0.4244  0.06
6 N -0.5942 0.1953 0.1693  0.45
7 N 1.7244 -0.3016 -0.8340  -0.13
8 H -0.5609 0.3609 2.2384  0.40
9 H -0.1371 -1.1920 1.7299  0.30
10 H -1.8510 -0.6525 1.8140  0.36
11 H 2.1888 -0.6078 -1.8113  0.45
12 H 2.0742 -0.7935 0.0651  0.37

## Properties
ΔE to the lowest compared entry with this formula, charge and spin: 5.956 eV
Kohn-Sham gap (spin up / spin down): 6.82 / 7.02 eV
Net charge: +2
Calculated total energy: -9578.5398 eV
Spin multiplicity: 1

DFT (ωB97M-V/def2-TZVPD) results for a 9-piece molecular cluster, C34H33Cl8F5 overall in a non-equilibrium geometry.

Each line ends with the Mulliken charge.
Atoms and positions in Å:
1 C -5.8214 -7.2655 -0.7649  -0.20
2 Cl -5.3907 -7.8806 -2.3983  -0.16
3 Cl -7.5587 -7.0396 -0.6266  -0.14
4 H -5.4218 -7.9308 0.0006  0.26
5 H -5.3519 -6.2961 -0.5977  0.23
6 C 1.5375 -10.4525 -5.8310  -0.22
7 Cl 0.7607 -9.6415 -7.1825  -0.14
8 Cl 2.0717 -9.3021 -4.6264  -0.14
9 H 0.8626 -11.1607 -5.3502  0.26
10 H 2.4042 -10.9779 -6.2319  0.25
11 C 0.3775 -11.9194 2.8466  -0.23
12 Cl -0.6402 -11.1121 1.6524  -0.13
13 Cl 1.7679 -10.9008 3.1538  -0.14
14 H -0.0950 -12.2852 3.7582  0.29
15 H 0.8064 -12.7701 2.3171  0.21
16 C -8.0590 -2.5868 -5.4470  -0.26
17 Cl -6.5630 -3.3021 -6.0349  -0.12
18 Cl -7.8376 -0.9506 -4.6525  -0.16
19 H -8.9263 -2.6042 -6.1070  0.30
20 H -8.5572 -3.1363 -4.6483  0.25
21 F 7.2836 1.2232 7.6957  -0.29
22 C 6.8995 2.1101 6.7785  0.45
23 C 6.6770 1.6947 5.4391  -0.44
24 C 6.1899 2.6236 4.5517  -0.21
25 C 5.8436 3.9213 4.8510  -0.55
26 C 6.0838 4.3216 6.1862  -0.31
27 C 6.5698 3.4261 7.1137  -0.40
28 H 6.9930 0.7424 5.0395  0.37
29 H 6.1730 2.3527 3.5063  0.30
30 H 5.4997 4.6479 4.1297  0.38
31 H 5.6752 5.2726 6.4944  0.33
32 H 6.6243 3.6867 8.1604  0.36
33 F 1.4106 -0.5943 0.1174  -0.30
34 C 1.0820 -1.8815 -0.3653  0.47
35 C 0.1894 -2.0379 -1.4158  -0.49
36 C -0.3252 -3.3016 -1.6615  -0.29
37 C 0.1387 -4.3999 -0.9436  -0.44
38 C 1.1091 -4.2531 0.0607  -0.37
39 C 1.5684 -3.0018 0.3463  -0.38
40 H -0.2977 -1.1930 -1.8796  0.36
41 H -1.1213 -3.5729 -2.3390  0.36
42 H -0.2762 -5.3856 -1.0942  0.37
43 H 1.3401 -5.0170 0.7883  0.34
44 H 2.1037 -2.7991 1.2621  0.36
45 F -5.0446 -1.8877 2.8415  -0.29
46 C -4.1556 -1.4262 3.7497  0.32
47 C -2.9981 -2.1634 4.0732  -0.31
48 C -2.1140 -1.6521 5.0228  -0.51
49 C -2.3275 -0.3824 5.5597  -0.26
50 C -3.4280 0.3637 5.2585  -0.40
51 C -4.3245 -0.1232 4.3090  -0.33
52 H -3.0121 -3.1819 3.7143  0.40
53 H -1.3483 -2.2854 5.4459  0.35
54 H -1.7133 0.0618 6.3289  0.32
55 H -3.5006 1.2848 5.8178  0.35
56 H -5.1341 0.5500 4.0686  0.35
57 F -3.4548 9.5564 -4.3556  -0.28
58 C -3.5174 8.4686 -3.5658  0.45
59 C -4.5689 7.5100 -3.5428  -0.38
60 C -4.4647 6.3651 -2.8232  -0.34
61 C -3.2600 6.1014 -2.1871  -0.53
62 C -2.3250 7.1109 -2.0398  -0.28
63 C -2.3909 8.3029 -2.7301  -0.42
64 H -5.5127 7.8182 -3.9677  0.36
65 H -5.2387 5.6226 -2.9498  0.36
66 H -3.0613 5.2211 -1.5939  0.34
67 H -1.5380 7.0226 -1.3054  0.35
68 H -1.6099 9.0478 -2.6925  0.39
69 F 2.7834 7.3867 -5.0028  -0.30
70 C 3.8541 7.1508 -4.1900  0.58
71 C 3.7709 5.9770 -3.4732  -0.54
72 C 4.6209 5.8668 -2.4168  -0.18
73 C 5.5798 6.8479 -2.1133  -0.71
74 C 5.6825 7.9031 -3.0250  -0.09
75 C 4.8473 8.0316 -4.0729  -0.55
76 H 3.0014 5.2274 -3.5840  0.39
77 H 4.3408 5.0947 -1.7154  0.31
78 H 6.2312 6.7688 -1.2555  0.38
79 H 6.5088 8.5699 -2.8275  0.33
80 H 5.0225 8.7997 -4.8116  0.38

## Properties
ΔE to the lowest compared entry with this formula, charge and spin: 0.895 eV
Kohn-Sham gap: 9.20 eV
Net charge: 0
Calculated total energy: -149556.8046 eV
Spin multiplicity: 1

DFT (ωB97M-V/def2-TZVPD) results for C5H8FNS as an isolated structure in a non-equilibrium geometry.

Each line ends with the Mulliken charge.
Atoms and positions in Å:
1 C -1.2829 0.2048 0.8177  -0.09
2 C -0.0715 1.1641 0.4584  -0.13
3 C 0.9202 -0.2871 -1.0821  -0.49
4 C 1.0490 -0.9192 0.3537  0.14
5 C 0.0467 -0.2595 1.2368  -0.68
6 H -2.6297 0.2230 -1.3368  0.15
7 H -1.9887 0.7241 1.5142  0.39
8 H -0.2164 2.2628 0.8167  0.36
9 H 0.2986 1.5044 -1.5544  0.28
10 H 1.9929 -0.9164 -1.6480  0.25
11 H 0.0333 -0.7937 -1.6932  0.28
12 H 2.0393 -0.5918 0.8953  0.30
13 H 0.2698 -0.3928 2.2231  0.38
14 N 0.7834 1.2597 -0.7503  -0.49
15 F 0.8586 -2.2552 0.1627  -0.32
16 S -2.1026 -0.9272 -0.4137  -0.30

## Properties
ΔE to the lowest compared entry with this formula, charge and spin: 4.042 eV
Kohn-Sham gap: 9.14 eV
Net charge: 0
Calculated total energy: -20352.9570 eV
Spin multiplicity: 1

DFT (ωB97M-V/def2-TZVPD) results for C10H27F3NO10S3 as an isolated structure in a non-equilibrium geometry.

Each line ends with the Mulliken charge.
Atoms and positions in Å:
1 N -0.3862 -0.7198 -0.4827  -1.69
2 H 0.2846 -1.4742 -0.4512  0.22
3 H -0.6345 -0.6183 0.4910  -0.32
4 H -1.2144 -1.0674 -0.9446  0.56
5 H 0.0640 0.0157 -1.0084  1.00
6 C -2.2194 -2.0534 -4.0241  0.61
7 F -3.5525 -2.1198 -3.6979  -0.25
8 F -1.7563 -3.2991 -4.1960  -0.20
9 F -2.2259 -1.2721 -5.1010  -0.22
10 S -1.1921 -1.3285 -2.4882  0.75
11 O 0.1776 -1.4014 -2.9454  -0.66
12 O -1.7186 0.0559 -2.2340  -0.60
13 O -1.4884 -2.2735 -1.4025  -0.61
14 C 1.6572 -2.3367 2.0939  -0.73
15 C 0.7201 -2.7838 1.0224  0.15
16 C -0.7542 -2.5703 1.4666  -1.07
17 O 1.0235 -2.5661 -0.3094  -0.82
18 H 2.6928 -2.5097 1.8010  0.23
19 H 1.5639 -2.9060 3.0188  0.45
20 H 1.5562 -1.2534 2.0285  -0.16
21 H 0.7047 -3.8529 1.2344  0.41
22 H -0.9922 -1.5121 1.3591  0.25
23 H -0.9174 -2.8473 2.5081  0.48
24 H -1.3293 -3.2620 0.8509  0.30
25 O -0.0361 2.7514 1.0501  -0.72
26 S -1.1572 2.2006 0.2767  1.03
27 O -1.3079 0.7540 0.0384  -0.32
28 O -2.5896 2.8164 0.7917  -0.32
29 C -2.7120 3.0876 2.1568  -0.31
30 C -2.7514 1.7602 2.9825  -0.95
31 C -1.1751 3.0537 -1.4073  -0.90
32 H -3.5761 3.7029 2.4076  0.38
33 H -1.8715 3.6653 2.5413  0.28
34 H -2.8149 1.8796 4.0641  0.40
35 H -1.8973 1.0936 2.8636  0.22
36 H -3.6142 1.1779 2.6590  0.27
37 H -2.1599 2.8723 -1.8376  0.32
38 H -0.4178 2.5150 -1.9769  0.22
39 H -1.0033 4.1219 -1.2745  0.40
40 O 0.6687 0.7284 -1.4476  -0.13
41 S 1.9649 1.4129 -1.3434  1.16
42 O 2.0308 2.8652 -1.4118  -0.66
43 O 2.8680 0.8370 -0.1082  -0.49
44 C 2.1549 0.2448 0.9890  2.42
45 C 3.1232 -0.2725 1.9483  -2.09
46 C 3.1319 0.9048 -2.6948  -1.13
47 H 1.4040 -0.4901 0.6989  -0.86
48 H 1.5938 1.0218 1.5083  0.18
49 H 2.5906 -0.5021 2.8712  0.57
50 H 3.7405 0.5863 2.2120  0.53
51 H 3.7547 -1.1019 1.6296  0.34
52 H 4.1133 1.3386 -2.5030  0.39
53 H 2.6075 1.1054 -3.6291  0.35
54 H 3.2745 -0.1746 -2.6440  0.34

## Properties
ΔE to the lowest compared entry with this formula, charge and spin: 14.577 eV
Kohn-Sham gap: 5.73 eV
Net charge: -1
Calculated total energy: -73417.8064 eV
Spin multiplicity: 1

DFT (ωB97M-V/def2-TZVPD) results for CH4CuNO2PS3 as an isolated structure in a non-equilibrium geometry.

Each line ends with the Mulliken charge.
Atoms and positions in Å:
1 O 0.5816 0.2269 2.3163  -0.31
2 C 0.6195 0.2231 1.1476  0.25
3 O 1.3832 -0.7956 0.5143  -0.18
4 S 0.5023 -1.8803 -0.3234  -0.01
5 N 0.0128 1.2488 0.3789  0.04
6 S 1.0204 1.8397 -0.9515  -0.11
7 P -1.6106 0.9035 -0.1411  0.30
8 S -2.7106 0.3746 1.3507  -0.28
9 H 0.3609 -1.3405 -1.5539  0.29
10 H 2.2527 1.5357 -0.5101  0.20
11 H -2.1003 2.0425 -0.7943  0.15
12 H -1.5787 -0.1548 -1.0644  0.01
13 Cu 1.2668 -4.2237 -0.3690  0.65

## Properties
Kohn-Sham gap: 5.56 eV
Net charge: +1
Calculated total energy: -93110.7193 eV
Spin multiplicity: 1

DFT (ωB97M-V/def2-TZVPD) results for C12H18O12Pt as an isolated structure in a non-equilibrium geometry.

Each line ends with the Löwdin spin population.
Atoms and positions in Å:
1 Pt 0.0116 0.0880 0.0801  1.66
2 C 2.7861 -2.5764 -1.7466  0.00
3 C 2.7874 -1.0393 -1.5985  0.01
4 O 2.1884 -0.6022 -0.5807  0.03
5 O 3.3344 -0.3766 -2.5048  0.01
6 H 2.8319 -2.8037 -2.8118  0.00
7 H 1.9321 -3.0129 -1.2227  0.00
8 H 3.6066 -3.0439 -1.1814  0.00
9 C -0.3253 -1.5448 -3.7784  0.00
10 C -1.1134 -2.0634 -2.5627  0.01
11 O -2.0193 -2.9097 -2.6981  0.00
12 O -0.7709 -1.4992 -1.4847  0.05
13 H 0.7509 -1.5782 -3.5866  0.00
14 H -0.5056 -0.4881 -3.9767  0.00
15 H -0.5122 -2.2175 -4.6264  0.00
16 C 1.3912 1.8608 4.1796  0.00
17 C 2.0294 1.4338 2.8380  0.00
18 O 1.2101 0.9727 2.0039  0.04
19 O 3.2672 1.5379 2.7064  0.00
20 H 1.1239 2.9202 4.0781  0.00
21 H 2.0018 1.6752 5.0671  0.00
22 H 0.4299 1.3649 4.3366  0.00
23 C -0.2104 2.5247 -2.7394  0.00
24 C 1.0752 2.5003 -1.8956  0.01
25 O 0.9232 2.0950 -0.7013  0.06
26 O 2.0946 3.0118 -2.3832  0.01
27 H -0.9505 1.7625 -2.4964  0.00
28 H 0.0149 2.3962 -3.8090  0.00
29 H -0.6405 3.5329 -2.7018  0.00
30 C -4.2802 1.7180 0.4193  0.00
31 C -3.2510 0.5877 0.2485  0.01
32 O -2.0221 0.8095 0.4302  0.05
33 O -3.8036 -0.5177 0.1078  0.00
34 H -4.8071 1.8898 -0.5250  0.00
35 H -3.8092 2.7060 0.5531  0.00
36 H -4.9302 1.4406 1.2423  0.00
37 C 0.1181 -1.6002 3.8229  0.00
38 C -0.8319 -2.0279 2.7082  0.01
39 O -1.6592 -2.9468 2.9360  0.00
40 O -0.5388 -1.6154 1.5501  0.04
41 H 0.4938 -0.6016 3.5823  0.00
42 H 1.0075 -2.2185 3.9480  0.00
43 H -0.4286 -1.5446 4.7733  0.00

## Properties
ΔE to the lowest compared entry with this formula, charge and spin: 0.011 eV
Kohn-Sham gap (spin up / spin down): 5.26 / 5.71 eV
Net charge: -4
⟨S²⟩: 2.00
Calculated total energy: -40543.7957 eV
Spin multiplicity: 3

DFT (ωB97M-V/def2-TZVPD) results for a single C2H6N4S molecule in a non-equilibrium geometry.

Each line ends with the Mulliken charge.
Atoms and positions in Å:
1 C 0.7088 1.1087 -0.1973  0.43
2 C -1.2708 -0.1671 0.8100  -0.17
3 H 0.9839 -1.6934 0.1591  0.23
4 H 2.2248 -0.7822 0.8262  0.22
5 H 2.0721 0.3020 -1.4483  0.28
6 H 1.7312 2.4744 -0.9723  0.21
7 H -0.4735 1.5985 1.3312  0.30
8 H -1.7127 -0.0591 1.8363  0.27
9 N 1.7523 -1.0748 -0.0406  -0.64
10 N 1.3562 0.0162 -0.7765  -0.02
11 N 1.0112 2.3527 -0.3199  -0.71
12 N -0.3316 0.8064 0.6931  -0.15
13 S -1.7481 -1.3871 -0.1438  -0.26

## Properties
ΔE to the lowest compared entry with this formula, charge and spin: 1.447 eV
Kohn-Sham gap: 8.92 eV
Net charge: 0
Calculated total energy: -18965.5980 eV
Spin multiplicity: 1

DFT (ωB97M-V/def2-TZVPD) results for an isolated ion of composition C7H17N5O and charge +2 in a non-equilibrium geometry.

Each line ends with the Mulliken charge.
Atoms and positions in Å:
1 C -1.1942 -0.7161 -0.2550  -1.38
2 C 0.1133 -0.3787 -0.3980  0.61
3 C -2.1503 0.1875 0.4659  -0.49
4 C 2.2852 -0.1864 -1.1713  -0.62
5 C 1.2020 -2.5549 -0.7145  -0.74
6 C -4.3151 1.2733 -0.0133  -0.79
7 C 3.5933 1.1690 1.8402  -0.64
8 N -3.4887 -0.2263 -1.5549  -0.55
9 N 1.0977 -1.0780 -1.0454  -0.04
10 N -3.2577 0.3284 -0.4760  0.68
11 N 0.7138 0.8694 0.1593  -0.36
12 N 2.1462 0.7665 -0.0325  0.11
13 O 2.8930 0.2192 1.0252  -0.26
14 H -1.7080 -1.5885 -0.5261  0.67
15 H -2.5417 -0.2705 1.3737  0.35
16 H -1.6067 1.0600 0.8460  0.44
17 H 3.1384 -0.7313 -1.0688  0.49
18 H 2.1718 0.2982 -2.0830  0.38
19 H 1.6520 -2.8888 0.3309  0.27
20 H 0.1188 -2.9829 -0.6937  0.26
21 H 1.8293 -2.9800 -1.5011  0.38
22 H -4.1661 1.7592 0.9370  0.36
23 H -4.7168 1.9821 -0.7448  0.34
24 H -5.2977 0.6789 0.1254  0.35
25 H 4.1173 0.5288 2.5370  0.27
26 H 2.8285 1.9800 2.1898  0.30
27 H 4.2998 1.6613 1.2900  0.38
28 H -2.8251 -1.0354 -1.6927  0.37
29 H 0.3158 1.1083 1.0719  0.34
30 H 2.7520 1.7478 -0.2212  0.53

## Properties
ΔE to the lowest compared entry with this formula, charge and spin: 5.083 eV
Kohn-Sham gap: 7.77 eV
Net charge: +2
Calculated total energy: -17009.0089 eV
Spin multiplicity: 1